Molecular formula: C15H28BFN3O3S
Method: DFT, the ωB97M-V functional and the def2-TZVPD basis

```
! RIJCOSX wB97M-V def2-TZVPD def2/J DEFGRID3
* xyz 1 1
S -4.0113 -3.5010 -0.8332
F -4.8410 1.0548 2.1687
O 1.9835 4.9660 -0.2796
O 2.9505 3.0279 -0.5906
O -0.1926 0.3940 1.3849
N -0.1492 -4.1536 -0.1775
N 1.6832 -2.8246 0.3296
N -1.4503 -4.2490 -0.4326
C -1.8376 -1.9177 -0.1521
C 3.1449 4.5362 -2.4126
C 2.7107 4.1220 -1.0267
C 0.6297 6.5352 -1.5734
C -3.6392 0.3937 2.0159
C 1.1571 0.2386 -0.7962
C 1.7891 6.3446 -0.6184
C 3.4067 -2.9102 2.1302
C 0.3017 -2.9358 0.0463
C 1.9251 -2.9714 1.7876
C -3.8075 -0.7329 1.0068
C -2.7204 -0.7201 -0.1187
C -2.3030 -3.2291 -0.4116
C -1.8892 -5.6233 -0.7615
C -0.4823 -1.7734 0.0437
B 0.1759 -0.3204 0.2688
H -4.7866 -0.7061 0.5497
H 0.7851 -0.0189 -1.7892
H -3.2264 -0.6375 -1.0762
H 3.5820 -2.1228 2.8536
H -3.7448 -1.6811 1.5259
H 0.2533 0.0756 2.1752
H 3.2823 5.6072 -2.5366
H -1.0188 -6.2596 -0.7397
H 2.7140 6.7816 -0.9956
H -2.6372 -5.9674 -0.0668
H 3.7471 -3.8276 2.5905
H 1.5732 6.8367 0.3276
H 2.1519 -3.5709 -0.1729
H 1.3525 -2.2000 2.2936
H 2.1077 -0.2767 -0.7110
H -2.2625 -5.6114 -1.7760
H -0.2802 6.1107 -1.1495
H -2.1416 0.1790 0.0306
H -2.8714 1.1084 1.7344
H 0.4652 7.5954 -1.7633
H 4.0967 4.0570 -2.6262
H 0.8080 6.0400 -2.5281
H 1.5299 -3.9336 2.1157
H 4.0257 -2.7045 1.2651
H 2.4054 4.1840 -3.1304
H 1.3288 1.3018 -0.6883
H -4.4014 -4.1053 0.2996
H -3.3727 -0.0045 2.9905
*
```

Output
- Max |F|: 1.16 eV/A
- HOMO: -12.11 eV
- Lowest unoccupied orbital energy: -4.33 eV
- E_tot: -1501.02970 Eh